[1]
Here is a cluster of 14 separate species, C68H178N14O20 in total at a distorted geometry from the Open Molecules 2025 dataset. Energies are from wB97M-V/def2-TZVPD.

CARTESIAN COORDINATES (ANGSTROEM)
C (1.289, -4.763, 5.361)
C (-2.973, 3.971, -7.664)
H (-4.236, 6.146, 1.264)
H (-2.762, 0.826, -4.496)
H (0.627, 0.405, -6.704)
H (4.575, -8.300, 4.591)
H (5.771, -6.516, 1.738)
O (8.340, 2.049, -0.597)
C (-2.849, -4.559, -0.390)
C (-2.395, 6.997, -0.529)
H (-6.848, 5.526, -5.085)
H (-4.239, 0.726, 0.997)
C (-5.818, -8.443, -1.511)
C (2.226, 3.833, 7.524)
H (4.413, -4.074, -2.215)
H (0.622, -2.517, 3.595)
C (7.371, 1.107, -1.070)
H (-1.335, 8.410, -2.808)
H (-5.598, -6.352, 3.926)
H (2.489, -8.394, 2.357)
H (-3.438, 6.396, 2.793)
C (-4.258, -4.482, 0.197)
H (2.338, 4.426, 8.431)
H (-8.435, 6.071, -5.534)
H (-1.366, -7.013, -4.521)
H (4.105, 1.943, -1.706)
H (0.746, 7.616, 0.115)
H (1.734, 0.697, -8.041)
H (-1.387, -6.481, -6.205)
H (-5.838, 3.338, -1.422)
H (-2.040, -0.661, 5.080)
H (-2.547, -4.742, 5.313)
N (2.454, 0.354, 8.630)
H (2.402, -3.936, -1.509)
C (-3.533, -4.281, 5.258)
C (-2.076, 4.710, -8.672)
H (-4.439, -6.021, 6.018)
O (-4.386, -3.803, 1.468)
H (-3.271, 4.157, -5.690)
H (-0.498, 7.667, 0.919)
H (-1.638, 0.401, -5.904)
H (2.751, 0.918, 7.846)
H (1.140, 9.516, -0.986)
H (0.792, -2.842, 0.340)
H (2.763, -4.667, 0.714)
H (1.633, 6.177, 4.476)
H (-2.826, -0.134, 2.845)
H (6.919, -4.787, -0.329)
H (-3.350, 1.477, 4.725)
N (1.566, 6.674, 2.581)
H (-0.717, 2.674, 3.984)
H (2.328, -6.324, 0.445)
H (-4.089, -7.592, -3.005)
H (2.667, 3.623, -1.403)
H (6.798, 0.928, -0.160)
C (-0.754, -6.609, -5.327)
H (-6.495, -3.943, 4.970)
H (-1.545, 4.106, -9.407)
C (-6.043, -4.559, 5.747)
H (4.227, -3.112, -0.165)
H (-8.830, -5.971, 6.711)
H (-1.166, -2.403, 3.254)
H (-3.544, -3.789, 4.285)
O (-0.917, 1.980, -1.705)
H (-3.066, -2.099, 1.154)
C (-0.168, -2.560, 2.845)
O (-2.990, 1.904, -6.236)
H (2.736, -1.975, 7.579)
C (1.908, -5.324, 0.552)
H (-7.770, 4.992, -6.600)
H (-2.464, -5.496, 0.012)
H (-0.487, -0.493, -0.750)
H (-1.888, 5.424, 0.952)
C (-4.108, -2.402, 1.255)
C (5.150, -3.302, -1.994)
H (9.988, 0.998, -0.199)
H (1.472, 7.651, 2.820)
H (1.823, 0.749, 5.999)
O (1.156, 2.895, 7.699)
H (2.560, 5.444, -4.606)
C (3.146, 2.583, 2.594)
H (4.552, 0.731, -7.835)
H (2.143, 7.113, -0.888)
C (-8.026, -5.246, 6.834)
H (-2.174, 3.407, 4.357)
H (-2.246, -3.747, 0.016)
N (-2.882, -4.543, -1.881)
C (-1.081, 3.357, -1.403)
C (5.272, -3.107, -0.473)
H (-0.443, 7.070, -3.245)
C (2.214, 6.372, 1.218)
C (9.213, 1.548, 0.334)
H (2.338, 2.017, 2.131)
H (0.295, -4.615, 5.785)
H (3.126, -7.441, 5.960)
H (-1.396, 0.860, 2.529)
H (0.466, -6.342, -3.433)
C (2.102, 5.849, 3.549)
N (-1.679, 0.267, 5.248)
C (-2.316, 1.293, 4.434)
H (0.521, -4.876, -5.466)
H (0.831, 2.122, -2.711)
O (3.521, 2.645, -8.265)
H (1.693, 0.106, 0.151)
H (1.050, -2.484, 7.469)
N (0.352, -0.901, -1.137)
H (-10.073, 3.877, -3.896)
H (3.177, 6.022, 3.609)
H (3.891, 4.832, -1.160)
C (1.816, 7.408, 0.110)
H (9.620, 2.413, 0.857)
O (-1.320, 6.778, -1.428)
C (2.103, 1.388, 9.566)
H (3.160, -0.164, 5.385)
O (5.098, -5.533, 0.006)
H (2.198, 3.838, -7.480)
C (1.385, -0.617, 8.323)
H (1.948, 5.802, -3.039)
N (-3.176, 4.821, -6.445)
H (1.021, -1.181, 9.182)
H (2.107, -4.091, 5.620)
O (0.123, -1.642, 1.758)
H (-4.726, -4.997, -2.723)
H (-4.425, -1.901, 2.170)
H (7.494, 2.028, -3.137)
H (-3.489, -5.494, -3.751)
H (1.416, 10.404, 0.558)
H (8.706, 0.874, 1.025)
H (-1.939, -4.645, -2.229)
C (4.626, 1.788, -8.092)
H (3.684, -5.833, 5.780)
O (2.428, 8.672, 0.473)
C (1.867, 9.792, -0.223)
H (-6.058, -8.892, -2.475)
H (2.927, 2.029, 9.882)
H (-4.690, -1.945, 0.454)
C (1.756, -4.798, -1.676)
H (-0.623, 6.831, 2.197)
H (4.788, 2.699, -0.338)
N (-9.676, 3.841, -4.824)
H (0.119, -3.552, -2.351)
H (-3.534, 2.151, 0.047)
H (0.567, 3.092, -5.524)
H (-0.722, 4.017, -2.194)
H (0.325, 1.741, -7.792)
H (1.819, 0.083, 4.340)
N (0.063, -5.416, -3.430)
H (1.410, -5.377, 1.521)
H (2.264, -5.699, -2.018)
H (5.768, 3.620, -2.915)
C (5.414, -6.673, 0.720)
H (6.108, -3.665, -2.365)
H (2.350, -1.228, -0.714)
H (4.885, -2.349, -2.454)
H (-7.896, -4.993, 7.886)
C (3.102, -7.068, 3.923)
H (-1.254, 2.895, -6.725)
H (-2.047, 1.929, -7.903)
H (6.247, -4.238, 1.220)
O (-6.963, -5.561, 6.022)
H (-0.734, 0.175, 4.903)
C (2.071, -0.114, 5.382)
O (3.525, 4.317, -3.199)
H (2.010, 4.422, 6.633)
H (-4.926, -3.960, -0.488)
H (0.800, 3.244, 9.765)
H (0.463, -0.078, 8.107)
C (-1.394, 7.322, -2.777)
H (6.320, -1.889, 0.795)
O (-5.245, -7.054, -1.609)
C (-0.300, -5.191, -4.822)
C (6.753, 1.795, -2.372)
H (3.128, -6.197, 3.268)
H (1.220, -4.710, 4.275)
H (1.900, 3.836, 4.393)
H (-2.594, 0.797, 0.459)
C (2.975, -6.545, 5.358)
C (-7.796, 3.915, -3.375)
H (1.939, -8.886, 3.991)
H (6.012, 1.119, -2.800)
H (-1.303, 5.273, -8.149)
C (-3.750, -5.481, -2.693)
C (1.115, 1.185, -7.288)
H (-1.320, 1.675, -4.848)
H (2.000, -2.283, 1.390)
N (1.390, 2.581, -5.239)
H (7.850, 0.168, -1.347)
H (-4.763, -5.440, 0.322)
H (1.738, 0.979, 10.508)
H (0.378, -9.132, -4.491)
H (2.151, 3.177, -4.948)
H (3.155, 3.263, 7.483)
O (-6.450, 3.993, -3.455)
O (0.384, -7.370, -5.515)
C (0.423, 1.556, -1.873)
H (6.169, -7.207, 0.141)
H (6.669, -1.670, -0.788)
H (-2.574, 8.071, -0.471)
H (2.757, 10.342, -0.532)
H (-3.404, -3.753, 6.203)
H (1.108, 1.786, -1.057)
H (-5.343, -9.234, -0.931)
H (-5.891, -3.855, 6.565)
C (-3.371, 6.620, 1.728)
H (1.253, -9.086, -5.872)
H (-6.791, -8.437, -1.020)
H (-2.632, 5.486, -9.199)
C (2.857, 5.499, -3.559)
C (-8.275, 3.965, -4.772)
C (0.800, -4.285, -2.784)
H (1.477, -3.925, -3.559)
H (4.009, 2.281, 2.001)
H (2.668, 1.164, -5.882)
C (-2.156, 1.172, -5.333)
H (-8.249, 4.631, -2.690)
C (1.734, -1.653, 7.300)
H (4.550, -7.336, 0.669)
C (-2.095, 6.493, 0.891)
C (6.014, -4.449, 0.177)
H (-0.301, -3.615, 2.604)
N (4.317, -7.864, 3.717)
H (5.134, 1.843, -9.055)
C (4.644, 2.843, -1.409)
N (-4.743, -5.816, 3.971)
H (-3.548, 7.695, 1.705)
H (1.067, -7.637, 3.157)
H (0.856, 4.310, 2.959)
H (-4.647, 3.753, -2.467)
H (-10.024, 4.653, -5.315)
N (-1.192, 7.428, 1.613)
H (3.534, 3.531, -6.337)
C (-2.240, 2.681, -7.138)
H (-0.529, 3.592, -0.493)
H (-3.952, 3.738, -8.082)
C (0.291, -8.733, -5.502)
C (2.029, 1.905, -6.364)
C (-3.940, -6.942, -2.143)
H (-2.283, 5.163, -6.119)
O (1.684, -6.164, 5.698)
C (-3.408, 1.414, 0.839)
O (-3.082, 1.874, 2.141)
H (1.686, -0.083, -2.625)
H (-0.573, -9.038, -6.092)
C (0.970, 2.402, 9.094)
H (3.548, 6.323, -3.377)
H (3.276, 6.136, 1.283)
O (1.487, -1.337, 5.890)
H (-4.848, -5.219, 3.162)
H (-2.359, 6.998, -3.167)
O (1.092, -5.191, -0.519)
C (3.631, 3.970, -1.775)
C (-2.392, 0.858, 2.972)
C (1.097, -1.946, 0.881)
C (1.451, -0.899, -0.193)
H (0.116, 1.738, 9.228)
N (5.935, -1.913, -0.139)
N (5.880, 3.029, -2.104)
H (-8.155, 3.009, -2.887)
H (3.268, 2.131, 3.578)
C (-4.694, -5.224, 5.320)
C (1.835, 4.353, 3.435)
H (-2.099, 3.721, -1.269)
H (-1.325, 2.679, 5.704)
H (4.037, -8.659, 3.161)
H (-5.618, 5.047, -1.828)
H (-7.911, 3.029, -5.195)
C (2.064, -8.052, 3.301)
C (-5.674, 4.040, -2.240)
O (2.919, 3.915, 2.586)
H (-3.171, -7.349, -1.487)
H (-1.112, -4.481, -4.981)
H (0.041, -0.169, -3.062)
H (1.676, 5.472, 0.922)
C (0.687, 0.084, -2.222)
H (-3.399, 6.791, -0.901)
C (2.857, 3.077, -7.061)
H (5.268, 2.256, -7.346)
C (-7.787, 5.195, -5.529)
C (-1.570, 2.548, 4.650)
H (-8.436, -4.307, 6.463)

Atoms 1-3, force components in eV/Å:
C 1.1115 -2.4446 -0.7290
C 1.6286 -0.4910 1.5400
H -0.0590 -0.2293 -0.0948

Calculated values
Spin multiplicity = 2
Calculated total energy = -4967.897002 a.u.
<S²> = 0.754
Charge = +1
Energy relative to the best compared isomer or geometry (same formula, charge and spin) = 7.244 eV
LUMO (spin up / spin down) = -2.633 / -7.443 eV
M = 1512.25 g mol⁻¹

[2]
Here is a structure of composition C68H58Br3INO4S2Y at a distorted geometry from the Open Molecules 2025 dataset. Energies are from wB97M-V/def2-TZVPD.

CARTESIAN COORDINATES (ANGSTROEM)
H (-2.936, 4.358, 5.626)
C (2.559, 3.115, 3.542)
H (2.378, -4.599, 3.876)
C (-0.033, 4.201, -3.829)
C (2.106, 4.346, 3.992)
H (-7.276, 0.278, -0.334)
H (-4.658, 3.217, -0.471)
C (-6.548, 0.427, -1.125)
C (-8.265, 1.810, -2.345)
H (0.351, 5.450, 4.452)
H (-4.027, -1.417, -5.940)
C (-3.425, -0.575, -6.261)
H (-3.937, 1.004, -3.912)
O (-0.515, 1.418, 2.552)
H (-4.863, 0.126, -7.659)
H (3.611, 2.867, 3.510)
C (1.680, -3.146, -4.397)
H (-3.576, -0.158, 1.723)
C (-1.832, 3.581, -2.328)
C (-4.681, 0.828, -3.138)
H (-3.819, 4.425, -2.459)
H (0.336, 4.742, -4.693)
C (-1.346, 4.277, -3.466)
C (-3.712, -3.138, -2.063)
H (0.175, -6.570, -3.413)
O (-2.461, -0.958, -0.440)
H (-4.391, -5.150, -2.155)
C (-2.948, -6.078, -5.826)
H (-4.998, -0.686, -0.118)
C (-2.220, -5.059, -6.482)
C (-6.903, 1.175, -2.250)
C (-2.513, -2.285, -4.006)
C (-0.551, -2.259, 2.928)
H (3.392, 7.558, 4.155)
C (1.638, 2.184, 3.117)
C (-0.975, 2.731, -1.568)
C (2.662, 6.795, 3.870)
H (-3.102, 5.495, 3.312)
C (-2.084, -3.827, -5.908)
H (-1.266, 4.917, 5.810)
Br (0.472, -4.833, 6.072)
C (-2.149, -0.376, -5.665)
C (-5.958, 1.356, -3.255)
C (0.394, 2.759, -1.959)
N (-1.547, -1.407, 2.530)
H (-1.631, 3.191, 5.923)
Br (2.264, 0.464, 2.571)
C (-2.766, -2.005, 4.480)
C (-0.222, 3.582, 3.628)
H (-1.467, 6.113, 3.554)
C (0.864, 3.450, -3.038)
H (-1.848, 5.179, 2.099)
C (0.484, -3.831, 4.457)
H (2.636, 6.733, 2.778)
H (-2.527, 1.947, 3.925)
C (-1.363, 0.730, -6.077)
C (-3.504, -5.844, -4.601)
S (-2.701, -0.554, -1.881)
H (2.805, -4.232, -5.852)
C (-2.698, 2.896, 3.419)
H (1.943, 5.762, 6.332)
Y (-0.410, 0.186, 0.776)
O (0.561, -1.728, 0.900)
H (-3.710, 3.246, 3.650)
C (4.500, 5.144, 4.090)
C (-2.797, 2.144, -0.157)
H (-2.040, 4.893, -4.029)
C (0.244, 2.366, 3.070)
H (-6.213, 1.936, -4.137)
H (-3.059, -7.046, -6.299)
H (-1.843, -3.328, 5.868)
H (-2.622, 2.729, 2.348)
H (-4.701, -1.056, 2.752)
C (-3.883, -4.344, -2.672)
S (0.021, -1.828, -2.550)
C (2.075, -4.300, -5.052)
C (-1.761, -2.808, 4.923)
H (5.139, 5.977, 4.391)
C (-0.601, -2.985, 4.134)
H (-4.052, -6.627, -4.087)
C (-4.361, 0.084, -2.015)
H (-0.523, -4.516, -2.210)
C (-3.886, 0.283, -7.216)
C (0.209, -4.466, -3.011)
H (1.085, -7.320, -5.836)
H (-3.258, 1.576, 0.650)
C (-3.776, -0.473, 2.744)
C (-5.282, -0.121, -1.001)
H (-8.266, 2.783, -1.848)
H (1.237, 0.400, -3.888)
C (-3.035, -2.108, -2.748)
H (-3.478, 2.058, -8.390)
C (3.051, 5.442, 4.481)
C (1.549, -3.955, 3.617)
C (-3.176, 3.750, -1.903)
H (0.458, 1.843, -5.756)
C (-3.098, 1.383, -7.634)
C (1.538, -5.542, -4.716)
C (0.746, -3.236, -3.376)
H (2.475, -7.473, -4.767)
C (-1.696, 3.951, 3.887)
H (-3.671, -1.883, 5.061)
C (0.554, -2.392, 2.018)
H (2.094, -2.185, -4.682)
H (-1.520, -3.050, -6.410)
C (-3.367, -4.582, -3.972)
C (-1.870, 1.596, -7.081)
C (1.956, -6.792, -5.444)
C (-1.671, -1.203, -4.609)
C (0.726, 4.519, 4.040)
H (1.681, 7.132, 4.213)
C (-0.461, -0.912, -4.028)
O (1.004, -0.987, -1.822)
Br (3.063, -3.421, 1.257)
C (-1.474, 1.923, -0.487)
C (0.317, 0.189, -4.424)
C (-2.041, 5.266, 3.172)
H (-3.934, 0.408, 3.368)
H (-1.264, 2.442, -7.391)
C (1.575, -3.244, 2.407)
I (1.851, 1.832, -0.745)
H (2.625, -6.566, -6.274)
H (3.263, 4.594, 6.473)
C (-3.635, 3.078, -0.812)
C (2.964, 5.539, 6.012)
H (-8.560, 1.969, -3.383)
C (-2.639, -1.313, 3.253)
C (0.603, -5.611, -3.685)
H (-1.766, -5.260, -7.445)
H (-4.060, -2.961, -1.051)
H (4.600, 5.011, 3.009)
C (-1.891, 4.118, 5.404)
H (3.623, 6.330, 6.385)
H (-9.024, 1.193, -1.862)
C (-2.666, -3.551, -4.645)
H (1.921, 3.441, -3.277)
C (-0.123, 0.983, -5.441)
H (4.876, 4.245, 4.586)

Atoms 1-3, force components in eV/Å:
H 0.0627 -0.0059 -0.0200
C 0.0467 0.0180 -0.0371
H -0.0020 -0.0040 -0.0303

Calculated values
Spin multiplicity = 1
Calculated total energy = -11836.396937 a.u.
Energy relative to the best compared isomer or geometry (same formula, charge and spin) = 1.564 eV
LUMO = -0.179 eV
M = 1472.87 g mol⁻¹